{
  "formula": "C10H15NO2",
  "method": "ωB97M-V with the def2-TZVPD basis set",
  "species": ["C", "C", "C", "C", "C", "C", "C", "C", "C", "C", "N", "O", "O", "H", "H", "H", "H", "H", "H", "H", "H", "H", "H", "H", "H", "H", "H", "H"],
  "xyz": [[3.221, -2.606, -2.298], [2.867, -1.890, -3.513], [2.520, -2.379, -1.204], [1.762, -1.124, -3.587], [1.320, -1.472, -1.196], [0.930, -0.754, -2.446], [-0.106, 1.069, 3.217], [-2.303, 2.161, 2.141], [-1.340, 0.945, 2.354], [-1.001, 0.313, 1.017], [0.031, 0.118, -2.452], [-1.070, 1.159, 0.010], [-0.735, -0.833, 0.957], [4.018, -3.375, -2.284], [3.617, -2.135, -4.318], [2.752, -2.712, -0.153], [1.461, -0.586, -4.598], [1.615, -0.787, -0.430], [-0.292, 1.133, 4.290], [0.511, 0.282, 2.961], [0.387, 1.905, 2.884], [-1.825, 2.966, 1.575], [-3.096, 1.804, 1.459], [-2.471, 2.736, 3.096], [-2.050, 0.200, 2.890], [-0.286, 0.399, -3.364], [-1.225, 0.689, -0.876], [0.502, -1.897, -0.773]],
  "orbital_gap_ev": [6.79, 7.15],
  "de_lowest_kj_mol": 0.0,
  "spin_multiplicity": 3,
  "homo_energy_ev": [-5.9134, -9.6632],
  "s_squared": 2.022
}